C33H76N6O6P | ωB97M-V with the def2-TZVPD basis set

Structure (ORCA input):
```
! RIJCOSX wB97M-V def2-TZVPD def2/J DEFGRID3
* xyz 1 1
C 3.87 -2.52 0.26
C 3.96 -1.12 -0.41
P 3.88 -1.17 -2.21
C 2.17 -1.42 -2.76
C 1.25 -1.85 -1.61
C 0.04 -2.66 -2.04
C -0.84 -2.00 -3.11
C -2.13 -1.45 -2.51
N -2.48 -0.15 -3.13
C 4.46 0.42 -2.91
C 4.52 1.58 -1.91
C 5.88 1.79 -1.24
C 5.85 2.89 -0.17
C 5.85 2.38 1.28
C 4.49 1.99 1.84
C 3.53 3.15 2.10
C 2.68 3.57 0.89
C 2.60 5.08 0.76
C 1.89 5.55 -0.53
O 1.28 4.50 -1.27
C -0.04 4.19 -0.83
H 4.43 -2.46 1.19
H 4.23 -3.33 -0.36
H 2.85 -2.69 0.56
H 3.15 -0.48 -0.09
H 4.90 -0.67 -0.14
H 4.71 -2.18 -2.71
H 1.84 -0.46 -3.15
H 2.15 -2.09 -3.61
H 1.82 -2.49 -0.94
H 0.91 -0.96 -1.09
H 0.34 -3.66 -2.34
H -0.56 -2.80 -1.15
H -1.12 -2.78 -3.81
H -0.32 -1.24 -3.70
H -2.04 -1.33 -1.44
H -2.94 -2.15 -2.67
H -3.49 -0.08 -3.18
H -2.18 -0.16 -4.10
H 3.75 0.67 -3.69
H 5.42 0.29 -3.41
H 3.73 1.54 -1.17
H 4.32 2.48 -2.49
H 6.32 0.86 -0.87
H 6.54 2.14 -2.03
H 5.04 3.59 -0.39
H 6.76 3.46 -0.30
H 6.48 1.49 1.29
H 6.35 3.11 1.90
H 3.98 1.22 1.26
H 4.68 1.54 2.82
H 4.05 3.99 2.54
H 2.83 2.81 2.87
H 1.67 3.18 0.98
H 3.07 3.19 -0.05
H 2.10 5.51 1.63
H 3.61 5.48 0.75
H 2.63 5.99 -1.19
H 1.16 6.34 -0.34
H -0.25 4.58 0.16
H -0.78 4.54 -1.55
H -0.13 3.11 -0.77
C -4.32 -4.51 -1.13
O -3.35 -3.78 -0.94
N -4.25 -5.75 -1.62
C -5.44 -6.56 -1.83
C -2.95 -6.30 -1.94
H -5.35 -4.18 -0.92
H -5.38 -7.47 -1.23
H -5.52 -6.83 -2.88
H -6.33 -6.00 -1.54
H -2.32 -6.32 -1.05
H -2.45 -5.68 -2.69
H -3.06 -7.31 -2.32
C 8.96 5.55 0.43
O 8.60 4.68 1.20
N 10.20 5.65 -0.07
C 10.58 6.72 -0.99
C 11.19 4.66 0.31
H 8.29 6.35 0.08
H 10.92 6.29 -1.93
H 11.39 7.31 -0.56
H 9.73 7.37 -1.17
H 10.86 3.66 0.03
H 11.33 4.67 1.40
H 12.14 4.88 -0.17
C 0.24 -3.86 1.52
O 1.27 -4.12 2.12
N -0.71 -3.01 1.94
C -1.92 -2.76 1.18
C -0.50 -2.32 3.20
H -0.01 -4.33 0.55
H -1.99 -1.70 0.91
H -2.79 -3.02 1.78
H -1.93 -3.35 0.27
H 0.41 -1.72 3.16
H -0.40 -3.04 4.01
H -1.35 -1.67 3.41
C -8.80 -3.94 -0.88
O -7.81 -4.55 -1.27
N -8.95 -3.43 0.35
C -10.16 -2.72 0.74
C -7.88 -3.60 1.31
H -9.66 -3.76 -1.54
H -9.91 -1.71 1.04
H -10.63 -3.24 1.58
H -10.86 -2.69 -0.09
H -6.96 -3.14 0.94
H -7.68 -4.66 1.47
H -8.16 -3.13 2.25
C -8.58 0.50 2.81
O -8.81 -0.69 2.69
N -9.18 1.30 3.71
C -8.86 2.71 3.81
C -10.16 0.72 4.61
H -7.85 1.03 2.18
H -8.48 2.94 4.81
H -9.76 3.31 3.63
H -8.11 2.98 3.07
H -9.71 -0.07 5.20
H -10.99 0.30 4.04
H -10.55 1.50 5.27
*
```

The calculation puts the maximum force at 1.2 eV Å⁻¹. As for the HOMO-LUMO gap: 0.32227 hartree.